# 1
C8H12CrNO2 as an isolated structure, computed with ωB97M-V/def2-TZVPD.

Output
HOMO energy (spin up / spin down)	-13.3 / -13.9	eV
orbital gap (spin up / spin down)	7.7963 / 8.4602	eV
energy relative to the best compared isomer or geometry (same formula, charge and spin)	0.00	kcal per mole
<S²>	6.076
lowest unoccupied orbital energy (spin up / spin down)	-5.47 / -5.45	eV

Structure (ORCA input):
```
! wB97M-V def2-TZVPD RIJCOSX def2/J DEFGRID3
* xyz 1 5
Cr 0.2718 -0.0006 0.7818
O 0.0570 1.5539 -0.0130
O -0.4180 -1.8078 -1.7392
N -0.4977 -1.0490 -0.9039
C 0.6065 0.5833 2.8500
C 0.5593 2.4160 -1.0091
C 1.8460 0.3200 2.2317
C 1.6746 1.7340 -1.8260
C 1.8502 -1.0528 1.8275
C -0.1479 -0.6311 2.8533
C 0.6268 -1.6378 2.2419
C 1.0348 3.7082 -0.3619
H -0.2816 2.6517 -1.6699
H 0.2521 1.5448 3.1862
H 1.4457 1.7162 -2.8904
H 2.6135 1.0453 2.0117
H -1.1583 -0.7439 3.2167
H 1.3723 4.4116 -1.1222
H 1.8693 3.4994 0.3115
H 0.3238 -2.6612 2.0818
H 1.8107 0.6976 -1.5002
H 2.6265 2.2484 -1.6996
H 0.2277 4.1703 0.2046
H 2.6403 -1.5521 1.2872
*
```

=====

# 2
C8H12F12NO13S4Ti as an isolated structure at a distorted geometry, computed with ωB97M-V/def2-TZVPD.

Output
HOMO energy (spin up / spin down)	0.2 / -4.8	eV
orbital gap (spin up / spin down)	4.2193 / 9.1300	eV
energy relative to the best compared isomer or geometry (same formula, charge and spin)	70.26	kcal per mole
<S²>	3.752
lowest unoccupied orbital energy (spin up / spin down)	4.38 / 4.37	eV

Structure (ORCA input):
```
! wB97M-V def2-TZVPD RIJCOSX def2/J DEFGRID3
* xyz -2 4
Ti -0.1716 -0.9105 -0.0319
S 1.0355 -4.0979 -1.2686
S 1.4154 0.2430 3.0106
S -3.7437 -1.7518 -0.1517
S 3.0746 -0.3297 -1.7165
F 0.5023 -5.4424 1.0223
F 0.8519 0.9704 5.5915
F -1.2931 -5.1225 -0.2594
F 1.7364 0.9159 -3.6373
F -2.8229 -1.3974 2.4389
F 0.2337 -6.6052 -0.7701
F 3.6469 -0.0871 -4.2960
F 0.1702 -1.0948 4.9134
F -3.4926 -3.4969 2.0335
F -5.0502 -1.8855 2.1764
F -0.8855 0.7966 4.3776
F 3.6856 1.7897 -3.1577
O -2.4008 -1.3409 -0.5706
O 0.5927 -4.1756 -2.6638
O 2.7372 -0.2180 3.4961
O 1.6688 -0.2278 -1.2647
O -4.1613 -3.0262 -0.8081
O 4.1374 0.3071 -0.8664
O 0.7037 -2.8119 -0.6422
O 3.3879 -1.6778 -2.1160
O 0.7789 -0.6681 2.0166
O 1.4851 1.6726 2.6127
O -4.6921 -0.6659 -0.3145
O 2.4845 -4.4847 -1.1336
O -1.2425 1.7511 0.2082
N 0.2471 3.8000 -2.4588
C -1.0022 2.9553 -0.5092
C -1.9672 1.9131 1.4052
C 1.5577 2.8175 -0.6790
C 3.0285 0.6653 -3.2993
C -3.7670 -2.1784 1.7706
C 0.2561 0.2140 4.6174
C 0.0044 -5.4212 -0.2027
C 0.2394 2.7371 -1.3974
H -1.8597 3.2327 -1.1221
H 2.3429 2.8830 -1.4321
H -1.5983 2.5979 2.1687
H 1.1338 3.9123 -2.9292
H 0.0859 1.7918 -1.9180
H 1.7440 1.8950 -0.1291
H 0.0417 4.6816 -2.0109
H -2.2016 0.9692 1.8974
H -2.9104 2.3224 1.0433
H 1.6962 3.6942 -0.0463
H -0.9279 3.8416 0.1209
H -0.5164 3.7480 -3.1179
*
```

=====

# 3
C8H12F2N4V as an isolated structure at a distorted geometry, computed with ωB97M-V/def2-TZVPD.

Output
HOMO energy (spin up / spin down)	-13.3 / -13.3	eV
orbital gap (spin up / spin down)	4.8666 / 6.1285	eV
<S²>	2.064
lowest unoccupied orbital energy (spin up / spin down)	-8.48 / -7.22	eV

Structure (ORCA input):
```
! wB97M-V def2-TZVPD RIJCOSX def2/J DEFGRID3
* xyz 1 3
V -1.9251 -0.7973 1.6327
F -0.4420 -0.2502 0.3387
F -0.5178 -2.2001 2.4507
N 2.4478 0.5730 3.9326
N 2.0527 3.0730 1.0115
N 0.4527 -3.6089 -0.1998
N -3.2940 0.3902 0.3270
C 2.6607 -0.2988 3.2152
C -4.1305 0.7796 -0.3560
C -5.2160 1.3068 -1.1770
C 2.9143 -1.4014 2.2486
C 1.6171 2.8841 -0.0336
C 0.9052 -2.8423 -0.9323
C 1.4600 -1.8842 -1.8408
C 1.0096 2.5750 -1.3126
H 3.9238 -1.3472 1.8472
H 1.5153 1.7302 -1.7809
H 2.7711 -2.3750 2.7136
H -0.0087 2.3185 -1.0223
H 2.1549 -1.2760 1.4769
H -5.0310 0.9678 -2.1961
H 1.2742 -2.1689 -2.8790
H 1.0916 -0.8606 -1.8164
H 2.5443 -1.9240 -1.7254
H 1.1249 3.3753 -2.0414
H -5.2353 2.3943 -1.1269
H -6.1198 0.8672 -0.7543
*
```

=====

# 4
One molecule with the formula C8H12F3N3O at a distorted geometry, computed with ωB97M-V/def2-TZVPD.

Output
SMILES	C[C@H](N)[C@](O)(c1nccn1C)C(F)(F)F
HOMO energy	-8.8	eV
orbital gap	9.7181	eV
energy relative to the best compared isomer or geometry (same formula, charge and spin)	0.00	kcal per mole
lowest unoccupied orbital energy	0.87	eV

Structure (ORCA input):
```
! wB97M-V def2-TZVPD RIJCOSX def2/J DEFGRID3
* xyz 0 1
F -2.7711 1.7583 -0.5899
F -2.0457 2.0104 1.4298
F -0.9037 2.8120 -0.2582
O -0.9284 0.1597 -1.4236
N 1.5490 1.4810 -0.3439
N 1.1247 0.5995 1.6203
N -2.6069 -1.0550 0.1622
C -0.8470 0.4823 0.0266
C 2.6174 1.7229 0.4610
C -0.5095 -1.9753 0.8342
C -1.3589 -0.6865 0.8731
C 2.3623 1.1485 1.6726
C 0.6817 0.8082 0.4205
C 1.5464 1.9514 -1.6966
C -1.6346 1.8154 0.1574
H 0.5531 -1.9332 1.2847
H 0.5456 1.9958 -2.2419
H -2.8354 -2.0047 0.3834
H -3.3744 -0.3533 0.4354
H 2.2494 1.3343 -2.2828
H 3.1055 1.1198 2.5246
H -0.9714 -2.7317 1.3187
H 1.9018 3.0459 -1.5788
H 3.4894 1.9886 -0.0699
H -0.4096 -2.1900 -0.1389
H -1.7132 -0.4246 -1.3787
H -1.4771 -0.3244 2.0366
*
```

=====

# 5
C8H12F3NS as an isolated structure at a distorted geometry, computed with ωB97M-V/def2-TZVPD.

Output
HOMO energy	-8.9	eV
orbital gap	9.5579	eV
energy relative to the best compared isomer or geometry (same formula, charge and spin)	0.38	kcal per mole
lowest unoccupied orbital energy	0.70	eV

Structure (ORCA input):
```
! wB97M-V def2-TZVPD RIJCOSX def2/J DEFGRID3
* xyz 0 1
S -0.3480 -0.8860 2.5916
F -1.3963 -0.1796 -2.0286
F -0.5489 -1.9984 -1.4853
F 0.6069 -0.5831 -2.6557
N 2.4834 0.6236 -0.1021
C -0.2519 -0.6964 -1.5954
C 1.5768 -0.4927 0.1350
C 1.6786 1.8787 0.0774
C -1.0803 -0.5207 0.9890
C 0.3065 1.4978 -0.5722
C -0.8823 -1.9548 1.2270
C 0.2264 -0.0001 -0.3824
C -2.3591 0.1115 0.7112
H 2.0820 -1.3542 -0.2236
H -3.2040 -0.6076 0.5087
H -1.8246 -2.5144 1.3255
H -2.6786 0.8108 1.5522
H 2.6905 0.7266 -1.0700
H 0.2400 1.7954 -1.6603
H 1.5627 -0.5271 1.2011
H 2.3089 2.6648 -0.3542
H -2.1969 0.8416 -0.2122
H 1.5796 1.8487 1.1857
H -0.4646 1.9966 0.0018
H -0.1068 -2.4808 0.8357
*
```

=====

# 6
An isolated ion of composition C8H12FN4 and charge +1 at a distorted geometry, computed with ωB97M-V/def2-TZVPD.

Output
HOMO energy (spin up / spin down)	-12.5 / -12.6	eV
orbital gap (spin up / spin down)	7.1589 / 7.4068	eV
lowest unoccupied orbital energy (spin up / spin down)	-5.39 / -5.22	eV

Structure (ORCA input):
```
! wB97M-V def2-TZVPD RIJCOSX def2/J DEFGRID3
* xyz 1 1
F -2.3170 2.8427 -0.2116
N -4.9360 -1.4509 0.0707
N -5.3826 -0.2376 0.4555
N -3.2850 -0.0590 -0.0103
N 2.2957 -0.8677 -0.4845
C -4.4354 0.5771 0.4234
C 0.6346 0.7584 0.7405
C 0.7459 -0.3142 -0.4394
C -0.1030 2.0028 0.2063
C -0.2543 -1.2837 -0.3753
C -2.0360 0.4697 -0.1117
C -1.5451 1.6658 -0.2042
C -3.7272 -1.3332 -0.3095
H 0.4917 2.5630 -0.5222
H 2.4381 -1.8579 -0.3683
H 1.5760 1.0783 1.1299
H -0.6623 -1.8646 -1.2608
H -0.0383 0.3888 1.5264
H -3.0860 -2.1641 -0.3919
H 2.8995 -0.3834 0.1154
H -0.1620 2.6521 1.1093
H 2.5240 -0.5577 -1.4238
H -0.6243 -1.7458 0.5888
H 0.7754 0.1691 -1.3650
H -4.4186 1.6997 0.5145
*
```

=====

no.,electronic energy (hartree)
1,-1561.3966
2,-4985.6029
3,-1674.4074
4,-851.1174
5,-1064.4910
6,-630.4604